Molecular formula: C4H16BO16
Method: DFT, ωB97M-V with the def2-TZVPD basis set

Bonds (Å) are listed after each position.
CARTESIAN COORDINATES (ANGSTROEM)
1 O -0.9325 -1.0198 4.8929  C2 1.232
2 C -0.8693 -0.6128 3.7317  O1 1.232, O3 1.279, C6 1.568
3 O -0.2862 -1.2301 2.7757  C2 1.279, B4 1.468
4 B -0.3759 -0.5227 1.4921  O3 1.468, O5 1.432, O8 1.481, O12 1.494
5 O -1.0469 0.6819 1.8789  B4 1.432, C6 1.309
6 C -1.4449 0.7142 3.1260  C2 1.568, O5 1.309, O7 1.266
7 O -2.1170 1.6293 3.6866  C6 1.266
8 O -1.0376 -1.2641 0.3934  B4 1.481, C9 1.306
9 C -0.2069 -1.3905 -0.6059  O8 1.306, O10 1.265, C11 1.515
10 O -0.3781 -2.1172 -1.6272  C9 1.265
11 C 1.1173 -0.7595 -0.2279  C9 1.515, O12 1.245, O13 1.227
12 O 0.9578 -0.2268 0.8865  B4 1.494, C11 1.245
13 O 2.1302 -0.8370 -0.9163  C11 1.227
14 O -6.4621 2.4884 9.3090  H15 0.957, H16 0.957
15 H -5.5933 2.8444 9.4954  O14 0.957
16 H -6.2991 1.7577 8.7127  O14 0.957
17 O 6.3918 0.2085 2.5620  H18 0.957, H19 0.957
18 H 6.7005 0.0623 1.6679  O17 0.957
19 H 5.9911 -0.6227 2.8165  O17 0.957
20 O 0.3927 -7.9152 -3.7692  H21 0.957, H22 0.957
21 H 0.5342 -6.9756 -3.8844  O20 0.957
22 H 0.1761 -8.0134 -2.8420  O20 0.957
23 O 1.0457 5.7536 3.1280  H24 0.957, H25 0.957
24 H 0.5474 5.1645 2.5615  O23 0.957
25 H 1.4538 6.3766 2.5266  O23 0.957
26 O 1.7598 1.9146 -5.9340  H27 0.957, H28 0.957
27 H 2.2345 2.0663 -6.7512  O26 0.957
28 H 2.2905 1.2713 -5.4641  O26 0.957
29 O -5.5737 5.9493 2.9759  H30 0.957, H31 0.957
30 H -5.1470 6.5669 3.5698  O29 0.957
31 H -5.4601 5.0961 3.3947  O29 0.957
32 O 3.4377 -4.4200 -6.5368  H33 0.957, H34 0.957
33 H 2.6569 -3.9918 -6.8878  O32 0.957
34 H 3.3613 -4.3181 -5.5881  O32 0.957
35 O 0.1116 -1.7954 -8.3036  H36 0.957, H37 0.957
36 H -0.6978 -1.5151 -7.8764  O35 0.957
37 H 0.6371 -0.9980 -8.3689  O35 0.957

Values from the calculation:
Energy relative to the best compared isomer or geometry (same formula, charge and spin) ... 46.2 kcal per mole
Net charge ... -1
Kohn-Sham gap ... 9.3 eV
E_tot ... -37851.25050 eV
Highest occupied orbital energy ... -7.349 eV

Results of the Löwdin charge analysis, in e, for atoms 1 through 5: 0.102 -0.391 0.252 -0.840 0.246